This record from the OMol25 dataset describes a structure of composition C23H29BN4O4OsS. The level of theory is ωB97M-V with the def2-TZVPD basis set.

Last column: natural (NBO) charge in e.
Cartesian coordinates (Å):
Os: -0.26108 -0.98307 0.64845  1.216
C: 1.97244 1.26108 4.16300  -0.597
C: 1.46372 1.28690 2.70839  -0.261
C: 0.86953 2.64958 2.37335  -0.623
C: 0.50687 0.13318 2.56127  0.100
C: -0.91139 0.29738 2.40961  -0.189
C: -1.80053 -0.79279 2.43791  -0.184
C: -1.30956 -2.10548 2.46418  0.092
C: -2.22918 -3.28210 2.43146  -0.663
C: 0.11986 -2.27305 2.50709  -0.134
C: 0.99233 -1.18949 2.62663  -0.180
H: 2.69028 2.06776 4.30210  0.251
H: 2.46901 0.32392 4.41518  0.217
H: 1.15166 1.41905 4.86473  0.222
H: 2.30785 1.07546 2.04392  0.246
H: 0.09613 2.93318 3.09121  0.216
H: 0.45622 2.68717 1.36681  0.222
H: 1.65202 3.40322 2.44278  0.252
H: -1.30658 1.29592 2.27596  0.289
H: -2.86580 -0.62023 2.34692  0.288
H: -2.59393 -3.46561 1.41977  0.278
H: -3.09209 -3.09106 3.06884  0.266
H: -1.72528 -4.18350 2.77333  0.261
H: 0.52244 -3.27724 2.45796  0.282
H: 2.05867 -1.36240 2.67034  0.296
C: 5.66609 0.20376 -1.01415  -0.599
C: 5.02775 -1.06064 -0.43277  -0.458
C: 3.58153 -1.17194 -0.78062  0.122
N: 2.61635 -1.03470 0.05627  -0.293
N: 1.38671 -1.18136 -0.55185  -0.340
C: 1.43250 -1.41568 -1.85214  0.284
N: 0.36855 -1.58253 -2.63892  -0.758
S: 3.05473 -1.45200 -2.42209  0.476
H: 6.71069 0.25880 -0.71552  0.246
H: 5.15958 1.09961 -0.65486  0.214
H: 5.63324 0.20461 -2.10412  0.217
H: 5.09675 -1.07018 0.65480  0.243
H: 5.54805 -1.94821 -0.79865  0.249
H: -0.54114 -1.75131 -2.23271  0.432
H: 0.49620 -1.86980 -3.59595  0.438
O: -0.11029 0.89657 -0.14249  -0.582
C: -1.22634 0.79387 -0.80942  0.777
O: -1.71125 -0.39955 -0.69281  -0.595
C: -1.82596 1.84565 -1.55166  -0.254
C: -1.20511 3.10064 -1.57733  -0.099
C: -1.75895 4.15667 -2.28327  -0.274
C: -2.94087 3.89802 -2.94941  0.336
O: -3.65401 4.74565 -3.68592  -0.430
C: -4.79420 4.01915 -4.19151  0.227
O: -4.69827 2.69184 -3.66299  -0.463
C: -3.56558 2.64318 -2.92868  0.295
C: -3.04094 1.59340 -2.24303  -0.213
H: -0.27470 3.24404 -1.04448  0.232
H: -1.29802 5.13267 -2.31897  0.259
H: -4.74229 3.99040 -5.27795  0.192
H: -5.70467 4.49500 -3.83448  0.193
H: -3.52050 0.62500 -2.22147  0.252
B: -1.18285 -5.12745 -1.30919  -0.617
C: -0.83749 -3.79188 -0.62792  0.561
N: -0.58701 -2.77623 -0.11658  -0.638
H: -1.49113 -5.86124 -0.39754  0.074
H: -2.11561 -4.87212 -2.03355  0.067
H: -0.18517 -5.47949 -1.88725  0.063

Forces on the atoms, in the same order (eV/Å):
Os -0.1519 0.2884 0.3175
C 0.0051 0.0035 -0.0267
C 0.0240 0.0058 -0.0077
C -0.0149 0.0093 0.0072
C -0.0658 -0.0045 -0.0011
C -0.0032 -0.0577 -0.0515
C -0.0260 0.0913 -0.0059
C -0.0117 -0.1041 0.0105
C 0.0168 -0.0216 0.0050
C 0.0098 -0.1222 -0.0883
C 0.1336 0.0154 -0.0026
H 0.0014 -0.0028 0.0013
H 0.0013 -0.0001 0.0031
H 0.0009 0.0007 0.0007
H -0.0172 0.0046 -0.0167
H -0.0029 -0.0053 -0.0042
H 0.0088 0.0067 0.0180
H 0.0026 -0.0009 -0.0011
H -0.0091 -0.0086 0.0166
H -0.0010 0.0032 0.0206
H -0.0166 0.0116 0.0062
H 0.0068 -0.0025 0.0096
H 0.0020 -0.0042 -0.0113
H -0.0051 0.0003 -0.0069
H 0.0077 0.0033 -0.0010
C 0.0035 -0.0076 0.0030
C 0.0030 0.0375 -0.0067
C -0.0174 0.1110 0.0008
N -0.0003 -0.1242 -0.0145
N -0.0036 0.0890 0.0599
C -0.0511 -0.0257 -0.0861
N 0.0234 0.0471 -0.0612
S 0.0078 -0.0863 0.0047
H 0.0025 0.0002 -0.0050
H 0.0019 -0.0039 0.0004
H 0.0022 0.0016 -0.0033
H -0.0039 0.0126 0.0013
H -0.0118 -0.0044 0.0081
H 0.0597 0.0523 -0.0414
H 0.0044 0.0018 -0.0045
O -0.0166 -0.0378 -0.0238
C 0.0725 -0.1339 -0.0744
O 0.1414 0.0452 -0.0563
C -0.0318 -0.0246 -0.0026
C 0.0014 0.0222 -0.0200
C 0.0197 -0.0021 0.0144
C 0.0060 0.0186 -0.0042
O -0.0163 -0.0122 -0.0094
C 0.0032 -0.0075 0.0094
O 0.0039 0.0297 -0.0100
C -0.0125 -0.0251 0.0003
C 0.0207 -0.0015 0.0198
H -0.0011 -0.0005 -0.0003
H 0.0001 -0.0005 -0.0004
H 0.0036 -0.0015 -0.0044
H -0.0022 0.0013 0.0056
H 0.0045 0.0024 -0.0007
B -0.0063 0.0060 -0.0310
C 0.0309 -0.0378 0.0571
N -0.1438 -0.0588 0.0789
H 0.0009 0.0142 -0.0073
H 0.0073 -0.0107 0.0054
H -0.0015 0.0045 0.0069

Output
Orbital gap: 5.82 eV
Total energy: -52435.135 eV
Charge: +2
LUMO: -7.81 eV
2S+1: 1
Energy above the lowest of the compared OMol25 structures with the same formula, charge and spin: 13.72 kJ/mol